Computed, not measured: a structure of composition C25H39LiN8O2Se, with wB97M-V/def2-TZVPD.

Properties
- Calculated total energy: -3973.6291 Ha
- LUMO energy: 0.3765 eV
- Multiplicity: 1
- Highest occupied orbital energy: -6.42 eV
- ΔE to the lowest compared entry with this formula, charge and spin: 87.4 kJ/mol

Positions of all 76 atoms, in Å:
Li 0.294 -0.339 0.070
O -1.062 -0.922 1.003
C -0.916 -1.219 2.240
C -1.700 -2.242 2.836
C -1.551 -2.614 4.147
C -0.604 -1.993 4.953
C 0.146 -0.964 4.429
C 0.003 -0.550 3.103
C 0.756 0.600 2.652
N 1.223 0.857 1.442
C 1.853 2.062 1.519
C 1.774 2.556 2.784
N 1.084 1.617 3.496
H -2.419 -2.746 2.202
H -2.173 -3.399 4.557
H -0.458 -2.307 5.975
H 0.892 -0.485 5.052
H 2.320 2.509 0.665
H 2.130 3.464 3.228
H 0.798 1.700 4.455
C 2.931 -4.553 1.032
N 3.468 -3.703 -0.006
C 4.905 -3.535 0.076
C 2.697 -2.612 -0.404
N 1.667 -2.153 0.185
N 3.144 -1.982 -1.551
C 3.500 -2.779 -2.707
C 2.419 -0.784 -1.895
H 3.404 -5.535 0.956
H 1.860 -4.674 0.879
H 3.104 -4.156 2.041
H 5.203 -3.254 1.094
H 5.229 -2.750 -0.601
H 5.408 -4.469 -0.187
H 1.464 -2.560 1.087
H 3.924 -3.729 -2.396
H 4.233 -2.239 -3.314
H 2.617 -2.980 -3.326
H 1.386 -0.983 -2.204
H 2.946 -0.284 -2.700
H 2.382 -0.139 -1.026
C -3.923 -0.593 -0.074
N -3.455 0.126 -1.221
C -3.270 -0.375 -2.478
C -2.778 0.625 -3.248
N -2.664 1.734 -2.455
C -2.143 3.006 -2.857
C -3.062 1.416 -1.203
Se -3.124 2.533 0.215
H -4.406 -1.514 -0.391
H -4.632 0.024 0.476
H -3.074 -0.819 0.578
H -3.512 -1.387 -2.733
H -2.518 0.641 -4.288
H -2.404 3.198 -3.896
H -1.059 3.016 -2.741
H -2.572 3.775 -2.217
O 0.863 1.787 -2.519
C 1.910 2.223 -2.965
C 2.062 2.667 -4.405
C 2.941 1.706 -5.212
C 4.438 1.957 -5.048
C 4.954 1.751 -3.625
C 4.333 2.727 -2.617
N 3.005 2.345 -2.194
H 2.493 3.669 -4.439
H 1.065 2.705 -4.846
H 2.698 1.825 -6.270
H 2.700 0.678 -4.931
H 4.669 2.978 -5.361
H 4.984 1.288 -5.718
H 6.038 1.892 -3.626
H 4.758 0.729 -3.298
H 4.315 3.732 -3.052
H 4.955 2.771 -1.722
H 2.883 2.042 -1.237

Löwdin population analysis, charges in e, atoms 1 to 5:
1. Li 0.5777
2. O -0.2116
3. C -0.4122
4. C -0.0272
5. C -0.1088

=====

Computed, not measured: a structure of composition C25H39N4PPdSTe, with wB97M-V/def2-TZVPD.

Properties
- Calculated total energy: -2330.4761 Ha
- Total charge: -2
- LUMO energy: 4.7507 eV
- Multiplicity: 1
- Highest occupied orbital energy: 0.70 eV
- ΔE to the lowest compared entry with this formula, charge and spin: 16.7 kJ/mol

Positions of all 72 atoms, in Å:
Pd 0.801 -0.016 0.116
C 0.554 -1.780 5.703
C -0.745 -2.225 5.036
N -0.558 -2.664 3.671
C -0.258 -1.743 2.657
S 0.540 -2.385 1.295
N -0.628 -0.511 2.949
N -0.556 0.409 1.919
C -0.734 1.630 2.315
C -0.747 2.067 3.754
C -0.986 2.673 1.289
C -1.274 3.995 1.674
C -1.488 4.952 0.699
C -1.430 4.587 -0.638
C -1.184 3.247 -0.920
N -0.979 2.326 0.001
H 0.386 -1.423 6.723
H 1.010 -0.978 5.124
H 1.267 -2.606 5.757
H -1.456 -1.400 5.027
H -1.204 -3.052 5.592
H 0.008 -3.491 3.555
H -0.405 1.255 4.388
H -1.746 2.365 4.095
H -0.085 2.927 3.887
H -1.319 4.271 2.716
H -1.690 5.980 0.986
H -1.562 5.306 -1.437
H -1.149 2.894 -1.949
C 1.588 1.621 -3.475
C 1.089 0.196 -3.741
C 1.752 -0.345 -5.012
P 1.119 -0.764 -2.134
C -0.089 -2.150 -2.469
C -1.468 -1.716 -1.982
C -0.219 -2.723 -3.879
C 2.763 -1.662 -2.109
C 3.017 -2.883 -2.985
C 3.915 -0.668 -2.230
H 1.347 2.281 -4.316
H 2.672 1.626 -3.351
H 1.170 2.034 -2.556
H 0.006 0.258 -3.931
H 2.833 -0.400 -4.898
H 1.556 0.339 -5.846
H 1.404 -1.337 -5.303
H 0.261 -2.932 -1.780
H -1.852 -0.886 -2.587
H -1.435 -1.382 -0.942
H -2.179 -2.546 -2.077
H -0.627 -1.973 -4.565
H -0.925 -3.561 -3.880
H 0.717 -3.079 -4.305
H 2.753 -1.996 -1.059
H 3.036 -2.641 -4.053
H 2.280 -3.670 -2.829
H 3.996 -3.306 -2.735
H 4.043 -0.312 -3.253
H 4.857 -1.142 -1.937
H 3.767 0.191 -1.578
Te 2.939 1.434 1.149
C 4.944 0.869 0.717
C 5.841 1.694 0.030
C 7.131 1.281 -0.272
C 7.579 0.021 0.103
C 6.705 -0.814 0.790
C 5.418 -0.396 1.090
H 5.509 2.676 -0.284
H 7.788 1.954 -0.815
H 8.584 -0.306 -0.140
H 7.020 -1.809 1.091
H 4.747 -1.065 1.615

Löwdin population analysis, charges in e, atoms 1 to 5:
1. Pd -0.1303
2. C -0.1079
3. C -0.3035
4. N -0.0837
5. C -0.8863

=====

Computed, not measured: a structure of composition C25H40BrCl3InN3O3Si, with wB97M-V/def2-TZVPD.

Properties
- Calculated total energy: -5800.9489 Ha
- LUMO energy: 0.0014 eV
- Multiplicity: 1
- Highest occupied orbital energy: -7.81 eV
- ΔE to the lowest compared entry with this formula, charge and spin: 0.0 kJ/mol

Positions of all 77 atoms, in Å:
C 0.383 3.218 -3.840
C 0.978 1.844 -3.855
H 0.850 3.849 -4.603
H 0.543 3.684 -2.858
H -0.711 3.216 -4.001
C 2.022 1.476 -4.619
C 2.732 2.405 -5.537
H 2.360 0.439 -4.665
H 2.773 3.425 -5.139
H 2.282 2.430 -6.541
H 3.759 2.054 -5.660
In -0.545 0.661 0.189
Cl -2.847 0.824 -0.438
Cl 0.020 2.498 1.671
C -0.534 -2.399 -0.701
O -0.093 -1.458 0.026
N 0.086 -3.570 -0.742
C 1.324 -3.768 0.002
C -0.430 -4.680 -1.532
H -1.432 -2.294 -1.326
H 1.490 -2.935 0.688
H 2.168 -3.831 -0.700
H 1.233 -4.710 0.554
H -1.324 -4.348 -2.070
H -0.688 -5.512 -0.865
H 0.326 -5.015 -2.253
H 2.579 2.761 -1.102
H 4.277 0.813 -2.512
C 3.199 2.332 -0.295
C 4.584 0.653 -1.466
N 3.483 0.927 -0.553
H 2.657 2.417 0.653
C 2.845 -0.051 0.136
O 1.928 0.154 0.953
H 4.910 -0.387 -1.341
H 3.217 -1.071 -0.095
H 4.152 2.884 -0.253
H 5.416 1.337 -1.247
O 0.598 1.264 -1.569
C 0.291 0.883 -2.869
C 1.824 -1.095 -2.719
C 0.629 -0.573 -3.189
H 2.416 -0.451 -2.062
C 2.267 -2.345 -3.145
H -0.792 1.031 -3.040
C -0.191 -1.330 -4.032
H 3.226 -2.729 -2.782
C 1.501 -3.068 -4.064
C 0.272 -2.563 -4.490
H -1.149 -0.911 -4.368
H 1.853 -4.034 -4.431
H -0.335 -3.135 -5.193
Si -1.231 4.443 1.027
Cl -0.991 3.910 -0.983
C 0.094 5.211 2.210
C -2.863 3.655 1.533
C -1.909 6.258 0.733
H 1.099 5.200 1.760
H 0.183 4.667 3.166
H -0.149 6.257 2.427
H -1.077 6.932 0.472
H -2.375 6.633 1.659
H -2.659 6.255 -0.073
H -2.921 2.597 1.265
H -3.674 4.164 0.994
H -3.024 3.765 2.612
Br -1.166 1.652 6.178
C -1.434 0.322 4.841
C -2.422 -0.658 4.973
C -2.713 -1.432 3.846
C -2.085 -1.123 2.626
N -1.113 -0.207 2.534
C -0.680 0.384 3.666
H -2.922 -0.773 5.934
H -3.418 -2.258 3.870
H -2.398 -1.623 1.700
H 0.224 0.980 3.628

Löwdin population analysis, charges in e, atoms 1 to 5:
1. C -0.0724
2. C -0.2155
3. H 0.0663
4. H 0.0118
5. H 0.0919

=====

Computed, not measured: a structure of composition C25H40BrCl3N3O3SiTm, with wB97M-V/def2-TZVPD.

Properties
- Calculated total energy: -6696.2134 Ha
- LUMO energy (alpha / beta): 0.1573 / 0.1567 eV
- Multiplicity: 3
- Highest occupied orbital energy (alpha / beta): -8.67 / -8.67 eV
- ΔE to the lowest compared entry with this formula, charge and spin: 0.0 kJ/mol

Positions of all 77 atoms, in Å:
C 2.393 -2.422 -6.997
C 1.888 -1.539 -8.101
H 2.136 -3.468 -7.205
H 1.973 -2.119 -6.027
H 3.489 -2.369 -6.916
C 1.766 -1.950 -9.377
C 2.007 -3.345 -9.843
H 1.512 -1.238 -10.167
H 1.545 -4.101 -9.193
H 3.071 -3.600 -9.942
H 1.574 -3.449 -10.846
Tm 0.437 -0.022 -1.082
Cl 2.087 1.647 -0.124
Cl 1.955 -0.841 -2.928
C -0.115 2.829 -2.263
O -0.700 1.788 -1.831
N -0.758 3.821 -2.861
C -2.202 3.757 -3.074
C -0.006 4.917 -3.460
H 0.969 2.960 -2.141
H -2.699 3.377 -2.174
H -2.469 3.125 -3.938
H -2.543 4.778 -3.271
H 0.885 5.084 -2.848
H -0.635 5.810 -3.472
H 0.314 4.674 -4.484
H -0.465 -5.075 -0.985
H -0.187 -2.979 -3.325
C -1.508 -4.797 -1.189
C -1.205 -3.376 -3.223
N -1.611 -3.486 -1.816
H -2.059 -4.799 -0.243
C -1.764 -2.389 -1.080
O -1.471 -1.227 -1.478
H -1.905 -2.724 -3.757
H -2.118 -2.545 -0.048
H -1.926 -5.528 -1.884
H -1.238 -4.377 -3.649
O 0.522 -0.311 -6.614
C 1.478 -0.140 -7.665
C -0.215 0.441 -9.456
C 0.979 0.747 -8.804
H -0.792 -0.428 -9.134
C -0.632 1.201 -10.555
H 2.385 0.300 -7.220
C 1.786 1.793 -9.278
H -1.585 0.974 -11.031
C 0.196 2.215 -11.053
C 1.410 2.505 -10.418
H 2.732 1.977 -8.761
H -0.084 2.755 -11.959
H 2.080 3.282 -10.808
Si -0.757 0.593 -6.030
Cl 1.010 -2.215 0.196
C -2.333 0.098 -6.913
C -0.372 2.402 -6.317
C -0.903 0.134 -4.247
H -2.399 0.464 -7.944
H -3.185 0.509 -6.353
H -2.443 -0.994 -6.929
H -0.788 -0.946 -4.108
H -1.833 0.452 -3.760
H -0.056 0.610 -3.736
H -0.082 2.604 -7.359
H 0.459 2.728 -5.674
H -1.254 3.017 -6.095
Br -2.620 -1.690 4.080
C -2.010 -0.248 3.018
C -2.300 1.078 3.347
C -1.838 2.093 2.502
C -1.134 1.728 1.347
N -0.875 0.456 1.020
C -1.283 -0.523 1.854
H -2.845 1.304 4.253
H -2.009 3.148 2.699
H -0.753 2.486 0.659
H -1.022 -1.537 1.588

Löwdin population analysis, charges in e, atoms 1 to 5:
1. C -0.0323
2. C -0.2261
3. H 0.0717
4. H 0.0659
5. H 0.0959

=====

Computed, not measured: a structure of composition C25H40Cl4N3O3PdSi, with wB97M-V/def2-TZVPD.

Properties
- Calculated total energy: -3624.6697 Ha
- Total charge: -1
- LUMO energy (alpha / beta): 2.3327 / 1.8469 eV
- Multiplicity: 3
- Highest occupied orbital energy (alpha / beta): -3.34 / -3.34 eV
- ΔE to the lowest compared entry with this formula, charge and spin: 565.1 kJ/mol

Positions of all 77 atoms, in Å:
C 2.334 4.657 -1.127
C 1.577 4.064 0.031
H 2.017 5.702 -1.307
H 2.182 4.048 -2.034
H 3.428 4.687 -0.920
C 1.128 4.833 1.026
C 1.273 6.291 1.145
H 0.632 4.412 1.928
H 0.776 6.832 0.320
H 2.351 6.552 1.165
H 0.817 6.539 2.127
Pd -0.110 -2.476 0.009
Cl 2.266 -2.909 -0.804
Cl -1.192 -1.066 -1.774
H -1.608 -7.322 -1.434
H 1.257 -7.280 -2.859
C -1.524 -6.366 -1.975
C 0.705 -6.354 -3.076
N -0.130 -5.952 -1.957
H -2.107 -5.609 -1.441
C 0.264 -5.111 -1.015
O -0.594 -4.424 -0.386
H 1.447 -5.569 -3.294
H 1.329 -5.028 -0.781
H -1.844 -6.467 -3.019
H 0.059 -6.517 -3.955
H -2.215 1.920 -1.730
H -2.203 3.728 0.478
C -3.081 1.521 -1.171
C -3.074 3.099 0.719
N -2.871 1.745 0.246
H -3.170 0.442 -1.353
C -2.800 0.684 1.112
O -3.190 -0.462 0.896
H -3.219 3.090 1.805
H -2.315 0.959 2.070
H -3.987 2.055 -1.508
H -3.955 3.521 0.217
O 0.459 2.508 -0.904
C 1.420 2.556 0.037
C 0.055 2.391 2.220
C 1.100 1.932 1.432
H -0.571 3.209 1.828
C -0.166 1.880 3.516
H 2.450 2.197 -0.201
C 1.944 0.904 1.959
H -1.048 2.199 4.082
C 0.746 0.968 4.068
C 1.775 0.459 3.283
H 2.760 0.492 1.349
H 0.623 0.613 5.094
H 2.398 -0.366 3.642
Si -0.004 0.407 -3.191
Cl 0.138 -0.537 1.012
C -1.584 0.679 -4.127
C 0.938 -1.169 -3.713
C 1.188 1.845 -3.090
H -2.470 0.520 -3.497
H -1.607 -0.063 -4.933
H -1.636 1.681 -4.550
H 0.683 2.799 -2.854
H 1.660 1.945 -4.092
H 1.999 1.661 -2.357
H 1.433 -1.590 -2.819
H 1.703 -0.954 -4.469
H 0.245 -1.932 -4.100
Cl 2.918 -3.474 4.567
C 1.395 -3.043 3.904
C 0.273 -2.754 4.693
C -0.935 -2.362 4.127
C -1.008 -2.317 2.747
N 0.033 -2.807 2.041
C 1.261 -3.015 2.523
H 0.393 -2.809 5.765
H -1.829 -2.090 4.675
H -1.846 -1.888 2.169
H 2.063 -3.147 1.789

Löwdin population analysis, charges in e, atoms 1 to 5:
1. C -0.0466
2. C -0.2546
3. H 0.0692
4. H 0.0568
5. H 0.0874

=====

Computed, not measured: a structure of composition C25H40Cl4N3O3SiZn, with wB97M-V/def2-TZVPD.

Properties
- Calculated total energy: -5276.4197 Ha
- Total charge: -1
- LUMO energy: 2.4253 eV
- Multiplicity: 1
- Highest occupied orbital energy: -4.80 eV
- ΔE to the lowest compared entry with this formula, charge and spin: 80.8 kJ/mol

Positions of all 77 atoms, in Å:
C -1.587 -1.779 -2.939
C -1.114 -2.674 -1.844
H -1.651 -2.305 -3.894
H -0.857 -0.965 -3.046
H -2.557 -1.324 -2.691
C -0.632 -3.914 -2.013
C -0.548 -4.606 -3.338
H -0.289 -4.503 -1.164
H -0.627 -3.909 -4.185
H -1.324 -5.380 -3.461
H 0.413 -5.131 -3.452
Zn -0.464 1.039 -0.660
Cl -2.619 1.074 -0.126
Cl 1.382 2.127 -1.237
H 0.876 4.559 4.057
H -1.285 5.807 3.296
C 1.039 4.303 2.995
C -1.013 5.490 2.280
N -0.241 4.259 2.309
H 1.542 3.337 2.917
C -0.644 3.184 1.602
O 0.068 2.190 1.361
H -1.937 5.308 1.709
H -1.684 3.253 1.239
H 1.674 5.094 2.558
H -0.446 6.299 1.793
H 1.687 -1.335 -2.468
H 2.382 -3.738 -1.207
C 2.680 -1.009 -2.105
C 3.300 -3.153 -1.018
N 3.020 -1.733 -0.896
H 2.639 0.069 -1.886
C 3.087 -1.108 0.313
O 2.910 0.086 0.517
H 3.750 -3.510 -0.083
H 3.334 -1.813 1.139
H 3.425 -1.217 -2.891
H 3.992 -3.345 -1.854
O -0.090 -1.013 -0.499
C -1.060 -1.963 -0.482
C 0.223 -3.529 1.094
C -0.971 -2.918 0.728
H 1.157 -3.221 0.599
C 0.230 -4.548 2.057
H -2.032 -1.447 -0.384
C -2.153 -3.261 1.385
H 1.172 -5.052 2.288
C -0.961 -4.926 2.677
C -2.158 -4.264 2.364
H -3.073 -2.755 1.078
H -0.957 -5.747 3.396
H -3.100 -4.535 2.840
Si -0.477 3.742 -3.241
Cl -0.942 1.651 -3.429
C 1.290 4.360 -3.387
C -1.631 4.297 -1.874
C -1.150 4.534 -4.844
H 2.018 3.803 -2.786
H 1.353 5.422 -3.093
H 1.624 4.326 -4.440
H -0.464 4.347 -5.685
H -1.206 5.630 -4.719
H -2.149 4.168 -5.119
H -1.675 3.626 -1.000
H -2.652 4.367 -2.280
H -1.353 5.303 -1.534
Cl -2.104 0.203 6.038
C -0.963 -0.391 4.924
C 0.079 -1.226 5.351
C 1.027 -1.642 4.423
C 0.878 -1.191 3.093
N -0.162 -0.494 2.697
C -1.045 -0.036 3.561
H 0.112 -1.518 6.399
H 1.864 -2.299 4.672
H 1.647 -1.433 2.343
H -1.832 0.603 3.163

Löwdin population analysis, charges in e, atoms 1 to 5:
1. C -0.0634
2. C -0.2228
3. H 0.0590
4. H 0.0216
5. H 0.0882